# 1
{
  "formula": "C6H12",
  "method": "ωB97M-V/def2-TZVPD",
  "symbols": ["C", "C", "C", "C", "C", "C", "H", "H", "H", "H", "H", "H", "H", "H", "H", "H", "H", "H"],
  "positions_angstrom": [[0.634, 0.936, 1.568], [0.380, 0.191, 0.447], [0.800, -1.235, 0.430], [0.399, -2.014, -0.789], [-0.278, 0.709, -0.784], [-1.520, 1.615, -0.160], [1.339, 0.586, 2.314], [0.237, 1.982, 1.791], [0.568, -1.710, 1.355], [1.970, -1.274, 0.431], [1.009, -2.943, -0.982], [0.712, -1.375, -1.689], [-0.762, -2.220, -0.719], [-0.576, -0.143, -1.493], [0.459, 1.167, -1.405], [-1.900, 1.470, 0.785], [-2.261, 1.663, -1.022], [-1.211, 2.594, -0.078]],
  "smiles": "C=C(CC)CC",
  "relative_energy_kcal_mol": 64.21,
  "gap_ha": 0.3547,
  "homo_energy_ev": -8.6,
  "charge": 0,
  "e_lumo_ev": 1.1
}

***

# 2
{
  "formula": "C6H12",
  "method": "ωB97M-V/def2-TZVPD",
  "symbols": ["C", "C", "C", "C", "H", "H", "H", "H", "H", "H", "H", "H", "C", "C", "H", "H", "H", "H"],
  "positions_angstrom": [[-1.514, 1.505, 0.433], [-0.299, 1.335, 0.946], [0.937, 1.036, 0.141], [1.859, 0.022, 0.827], [-2.378, 1.721, 1.057], [-1.690, 1.433, -0.639], [-0.165, 1.405, 2.028], [0.637, 0.668, -0.846], [1.496, 1.967, -0.025], [1.289, -0.825, 1.226], [2.397, 0.479, 1.665], [2.603, -0.375, 0.128], [-1.473, -1.478, -1.088], [-0.255, -1.988, -1.228], [-1.867, -1.206, -0.112], [-2.119, -1.290, -1.943], [0.389, -2.164, -0.370], [0.154, -2.245, -2.202]],
  "smiles": "C=CCC.C=C",
  "relative_energy_kcal_mol": 45.68,
  "gap_ha": 0.3966,
  "homo_energy_ev": -9.5,
  "charge": 0,
  "e_lumo_ev": 1.3
}

***

# 3
{
  "formula": "C6H12",
  "method": "ωB97M-V/def2-TZVPD",
  "symbols": ["C", "C", "C", "H", "H", "H", "H", "C", "C", "H", "H", "H", "H", "C", "H", "H", "H", "H"],
  "positions_angstrom": [[1.552, 1.212, -0.568], [1.922, 0.359, 0.328], [1.030, 1.461, 0.816], [1.562, 1.554, -1.591], [2.455, -0.537, 0.602], [-0.020, 1.247, 1.045], [1.448, 2.274, 1.416], [-1.989, 0.012, -0.910], [-1.205, 0.702, -1.729], [-2.131, -1.060, -1.025], [-2.505, 0.485, -0.078], [-1.048, 1.771, -1.602], [-0.672, 0.224, -2.546], [-0.080, -1.942, 1.171], [-0.346, -1.046, 0.607], [0.399, -1.648, 2.109], [0.610, -2.546, 0.575], [-0.981, -2.522, 1.382]],
  "smiles": "C1=CC1.C=C.C",
  "relative_energy_kcal_mol": 97.44,
  "gap_ha": 0.3882,
  "homo_energy_ev": -9.4,
  "charge": 0,
  "e_lumo_ev": 1.2
}

***

# 4
{
  "formula": "C6H12AsS7V",
  "method": "ωB97M-V/def2-TZVPD",
  "symbols": ["V", "C", "C", "S", "C", "C", "S", "C", "C", "S", "H", "H", "H", "H", "H", "H", "H", "H", "H", "H", "H", "H", "S", "As", "S", "S", "S"],
  "positions_angstrom": [[-1.268, -1.036, -0.532], [-0.763, 0.601, 2.193], [-0.539, 1.787, 1.304], [-1.119, 1.626, -0.368], [0.293, 2.076, -1.355], [1.493, 1.141, -1.376], [0.899, -0.617, -1.557], [2.068, -1.325, -0.368], [1.789, -0.751, 1.077], [0.052, -0.941, 1.586], [-1.820, 0.555, 2.360], [-0.323, 0.796, 3.187], [0.558, 2.007, 1.259], [-1.036, 2.644, 1.709], [0.491, 3.129, -1.099], [-0.021, 2.145, -2.375], [2.109, 1.240, -0.481], [2.036, 1.344, -2.311], [3.130, -1.165, -0.671], [1.854, -2.426, -0.305], [2.166, 0.319, 1.185], [2.312, -1.287, 1.862], [-2.889, -1.632, 1.081], [-3.166, -2.518, -0.968], [-3.040, -0.544, -2.003], [-0.849, -3.219, -1.145], [-4.417, -3.949, -1.889]],
  "s2": 2.04,
  "relative_energy_kcal_mol": 0.00,
  "gap_ha": [0.2619, 0.2736],
  "homo_energy_ev": [-7.8, -7.8],
  "multiplicity": 3,
  "charge": 0,
  "e_lumo_ev": [-0.7, -0.4]
}

***

# 5
{
  "formula": "C6H12BBr2F4O2Se2Ti",
  "method": "ωB97M-V/def2-TZVPD",
  "symbols": ["Ti", "O", "C", "C", "C", "O", "C", "Se", "C", "Se", "H", "H", "H", "H", "H", "H", "H", "H", "H", "H", "Br", "C", "Br", "H", "H", "F", "B", "F", "F", "F"],
  "positions_angstrom": [[-1.249, -0.653, 0.607], [-1.342, 0.075, 2.429], [-2.630, 0.365, 3.116], [-3.692, 0.777, 2.124], [-4.754, 1.446, 3.018], [-5.990, 1.586, 2.350], [-4.345, -0.419, 1.403], [-3.198, -1.949, 0.937], [-3.189, 1.839, 1.139], [-2.216, 1.235, -0.464], [-0.609, 0.114, 3.054], [-2.411, 1.169, 3.810], [-2.908, -0.535, 3.648], [-4.371, 2.408, 3.376], [-4.926, 0.813, 3.893], [-6.049, 2.447, 1.928], [-4.794, -0.096, 0.470], [-5.125, -0.852, 2.020], [-2.561, 2.576, 1.633], [-4.045, 2.350, 0.710], [2.737, -0.224, -1.608], [2.163, 1.356, -0.744], [1.316, 1.040, 0.984], [1.436, 1.865, -1.355], [3.022, 1.967, -0.517], [1.538, -3.097, -0.267], [0.358, -2.888, 0.265], [-0.361, -1.394, -0.765], [-0.666, -3.706, 0.083], [0.278, -2.067, 1.418]],
  "gap_ha": 0.2755,
  "homo_energy_ev": -12.3,
  "charge": 1,
  "e_lumo_ev": -4.8
}

***

# 6
{
  "formula": "C6H12BClOP",
  "method": "ωB97M-V/def2-TZVPD",
  "symbols": ["C", "C", "C", "P", "Cl", "C", "C", "B", "C", "O", "H", "H", "H", "H", "H", "H", "H", "H", "H", "H", "H", "H"],
  "positions_angstrom": [[2.171, -2.018, 1.896], [1.616, -1.732, 0.612], [1.045, -1.054, -0.807], [-0.041, 0.491, -0.330], [-1.164, 2.129, 0.423], [1.575, 1.402, 0.179], [1.562, 2.912, 0.062], [-1.644, -0.495, -0.722], [-2.466, -1.169, 0.542], [-2.201, -0.733, -2.080], [2.425, -1.954, 3.060], [1.932, -0.761, -1.544], [0.386, -1.865, -1.350], [-0.088, -0.083, 1.018], [0.050, 1.046, -1.656], [2.565, 0.891, 0.542], [1.294, 3.314, -1.029], [1.738, 3.622, 0.990], [-2.745, -0.296, 1.294], [-3.452, -1.711, 0.146], [-1.845, -2.035, 1.076], [-2.712, 0.099, -2.323]],
  "gap_ha": 0.2432,
  "homo_energy_ev": -3.3,
  "charge": -1,
  "e_lumo_ev": 3.3
}

***

# 7
{
  "formula": "C6H12BeOP",
  "method": "ωB97M-V/def2-TZVPD",
  "symbols": ["C", "C", "C", "C", "C", "Be", "P", "H", "H", "H", "H", "H", "H", "H", "H", "C", "O", "H", "H", "H", "H"],
  "positions_angstrom": [[-0.476, -0.480, -2.024], [-1.219, -1.598, -2.230], [-0.618, -2.821, -1.677], [0.596, -2.572, -1.088], [0.931, -1.136, -0.950], [-0.013, 1.830, 1.205], [-0.478, 3.824, 1.367], [-0.483, 0.566, -2.332], [-2.122, -1.715, -2.834], [-1.070, -3.791, -1.760], [1.897, -0.719, -1.255], [1.254, -3.311, -0.692], [-1.599, 4.138, 2.255], [-0.866, 4.287, 0.044], [0.552, 4.770, 1.697], [0.637, -0.198, 2.141], [0.264, 0.455, 0.909], [0.778, 0.584, 2.912], [1.578, -0.751, 1.960], [-0.134, -0.935, 2.428], [0.591, -0.427, -0.073]],
  "relative_energy_kcal_mol": 44.55,
  "gap_ha": [0.1240, 0.1408],
  "homo_energy_ev": [0.1, -0.4],
  "charge": -1,
  "e_lumo_ev": [3.4, 3.4]
}

***

# 8
{
  "formula": "C6H12Br6",
  "method": "ωB97M-V/def2-TZVPD",
  "symbols": ["Br", "C", "C", "Br", "H", "H", "H", "H", "Br", "C", "C", "Br", "H", "H", "H", "H", "Br", "C", "C", "Br", "H", "H", "H", "H"],
  "positions_angstrom": [[12.946, 7.715, 9.873], [12.149, 8.668, 8.441], [12.956, 9.920, 8.319], [12.305, 10.843, 6.821], [11.141, 8.997, 8.718], [12.204, 8.154, 7.474], [14.087, 9.834, 8.186], [12.908, 10.650, 9.179], [9.682, 8.700, 4.640], [11.175, 7.384, 4.487], [10.730, 5.999, 4.882], [12.278, 4.878, 4.530], [11.934, 7.835, 5.155], [11.503, 7.542, 3.466], [9.911, 5.674, 4.258], [10.522, 6.028, 5.975], [5.421, 4.669, 4.683], [7.053, 5.631, 5.153], [6.820, 6.350, 6.475], [6.558, 4.938, 7.829], [7.203, 6.292, 4.308], [7.873, 4.878, 5.185], [5.983, 6.991, 6.415], [7.800, 6.892, 6.705]],
  "smiles": "BrCCBr.BrCCBr.BrCCBr",
  "relative_energy_kcal_mol": 18.75,
  "gap_ha": 0.3751,
  "homo_energy_ev": -9.9,
  "charge": 0,
  "e_lumo_ev": 0.3
}

***

# 9
{
  "formula": "C6H12Cl12O2PS",
  "method": "ωB97M-V/def2-TZVPD",
  "symbols": ["S", "P", "O", "C", "C", "O", "H", "H", "H", "H", "H", "H", "H", "H", "C", "Cl", "Cl", "Cl", "H", "C", "Cl", "Cl", "Cl", "H", "C", "Cl", "Cl", "Cl", "H", "C", "Cl", "Cl", "Cl", "H"],
  "positions_angstrom": [[-1.628, -0.539, -1.879], [0.280, -0.580, -0.891], [-0.399, -0.062, 0.637], [0.481, -0.720, 1.642], [1.994, -0.232, 1.133], [1.958, -0.638, -0.311], [-1.356, -1.016, -3.197], [0.436, 0.751, -1.465], [0.798, -1.001, -2.193], [0.027, -1.995, -0.726], [0.558, -1.894, 1.442], [0.215, -0.612, 2.777], [2.671, -1.027, 1.678], [2.282, 0.910, 1.327], [-0.858, -5.251, -0.731], [-2.485, -4.871, -0.142], [-0.695, -4.809, -2.439], [0.366, -4.422, 0.246], [-0.701, -6.329, -0.637], [1.029, 3.946, 1.862], [1.498, 5.578, 2.369], [0.955, 3.840, 0.095], [2.158, 2.744, 2.511], [0.034, 3.734, 2.262], [-0.116, -3.346, -6.282], [1.369, -4.303, -6.138], [-1.536, -4.404, -6.324], [-0.241, -2.188, -4.947], [-0.075, -2.787, -7.220], [-1.913, 6.274, 5.133], [-1.946, 7.820, 4.268], [-1.209, 5.007, 4.115], [-1.008, 6.429, 6.649], [-2.941, 5.992, 5.374]],
  "gap_ha": 0.2225,
  "homo_energy_ev": -4.0,
  "charge": -1,
  "e_lumo_ev": 2.0
}

***

# 10
{
  "formula": "C6H12Cl4NO3",
  "method": "ωB97M-V/def2-TZVPD",
  "symbols": ["O", "O", "C", "C", "C", "O", "C", "C", "N", "H", "H", "H", "H", "H", "H", "H", "H", "H", "H", "H", "H", "C", "Cl", "Cl", "Cl", "Cl"],
  "positions_angstrom": [[2.724, -0.980, 0.989], [2.798, -0.730, -0.312], [1.708, 0.208, -0.629], [0.687, -0.331, -1.792], [0.391, -1.943, -1.769], [-0.975, -2.290, -1.270], [-1.278, -1.527, -0.035], [-1.476, 0.039, -0.487], [-0.598, 0.458, -1.673], [2.824, -1.991, 1.045], [1.140, 0.544, 0.356], [2.236, 1.192, -1.052], [1.164, -0.079, -2.830], [1.157, -2.577, -1.153], [0.404, -2.305, -2.905], [-2.260, -1.980, 0.434], [-0.346, -1.703, 0.688], [-2.592, 0.154, -0.858], [-1.283, 0.717, 0.472], [-1.127, 0.447, -2.586], [-0.337, 1.465, -1.480], [-0.992, 2.643, 3.370], [-2.751, 2.365, 3.309], [-0.147, 1.257, 2.634], [-0.593, 4.127, 2.469], [-0.477, 2.820, 5.066]],
  "gap_ha": 0.3593,
  "homo_energy_ev": -13.3,
  "charge": 1,
  "e_lumo_ev": -3.5
}

***

E? In order: -235.715899; -235.745431; -235.662950; -6202.939354; -11611.000980; -1137.145419; -666.935171; -15679.880838; -6648.040983; -2356.586438 a.u..
Max |F|? In order: 6.2; 0.2; 0.3; 2.2; 1.2; 9.3; 4.8; 3.2; 3.5; 5.4 eV/Å.